Formula: C8H19N4O6P2
Source: the Open Molecules 2025 dataset
Level of theory: ωB97M-V/def2-TZVPD

Calculated values
* orbital gap: 6.73 eV

```
! RIJCOSX wB97M-V def2-TZVPD def2/J DEFGRID3
* xyz -1 1
C 0.246 -4.201 0.290
P 0.975 -3.076 -1.079
O 2.647 -2.815 -0.540
C 0.166 -1.319 -1.072
N 1.060 -0.513 -0.097
C 0.483 -0.658 -2.535
O 0.601 -1.524 -3.577
O 0.700 0.798 -2.801
N -1.201 -1.232 -0.539
C -1.500 -0.092 0.384
O -2.984 -0.066 0.590
O -3.299 0.763 1.546
P -2.546 -1.882 -1.434
N -2.435 -3.702 -1.460
O -2.504 -1.498 -3.171
H -0.437 -5.001 -0.274
H -0.400 -3.607 1.088
H 1.113 -4.835 0.798
H 2.552 -2.743 0.475
H 1.947 -0.272 -0.591
H 1.219 -1.051 0.782
H -1.057 -0.337 1.465
H -1.168 0.970 0.026
H -2.500 1.230 1.927
H -2.446 -4.011 -0.465
H -1.590 -4.015 -1.981
H -3.248 -0.827 -3.364
C 1.189 3.937 -0.087
C 1.062 4.576 1.292
C 1.788 3.787 2.383
C 1.199 2.389 2.483
N 0.710 1.229 2.566
H 0.731 2.943 -0.115
H 0.680 4.550 -0.838
H 2.241 3.841 -0.380
H -0.001 4.668 1.544
H 1.473 5.592 1.252
H 1.679 4.292 3.349
H 2.857 3.712 2.158
*
```

Here are the Mulliken charges for atoms 1 to 6, given in e:
1. C -0.90
2. P -0.04
3. O -0.47
4. C 0.26
5. N -0.50
6. C 0.20

=====

Formula: C8H19NSi
Source: the Open Molecules 2025 dataset
Level of theory: ωB97M-V/def2-TZVPD

Calculated values
* orbital gap: 8.62 eV
* energy relative to the best compared isomer or geometry (same formula, charge and spin): 483.33 kJ/mol

```
! RIJCOSX wB97M-V def2-TZVPD def2/J DEFGRID3
* xyz 0 1
C -0.748 -0.948 2.591
C -1.139 -0.365 1.471
C -2.592 -0.201 0.982
C -0.865 -2.513 -1.005
C 0.801 2.702 0.283
C 0.430 1.925 -1.915
C 2.815 -0.552 0.556
C -0.427 -1.069 -1.397
N 0.432 1.527 -0.497
Si 0.243 -0.069 0.051
H 0.394 -0.940 2.636
H -1.472 -1.329 3.265
H -3.003 0.787 1.173
H -3.176 -0.835 1.426
H -2.578 -0.324 -0.066
H -1.189 -2.986 -1.914
H -0.058 -2.990 -0.579
H -1.608 -2.294 -0.323
H 0.856 2.420 1.288
H 1.779 3.001 -0.078
H 0.049 3.464 0.089
H -0.199 1.119 -2.505
H -0.017 2.840 -2.225
H 1.450 1.828 -2.174
H 3.208 -1.002 -0.260
H 3.194 0.522 0.763
H 3.023 -1.057 1.447
H -1.327 -0.542 -1.854
H 0.194 -1.304 -2.247
*
```

Here are the Mulliken charges for atoms 1 to 6, given in e:
1. C -0.78
2. C 0.57
3. C -1.52
4. C -1.50
5. C -1.08
6. C -1.07

=====

Formula: C8H19O3S
Source: the Open Molecules 2025 dataset
Level of theory: ωB97M-V/def2-TZVPD

Calculated values
* orbital gap: 9.22 eV

```
! RIJCOSX wB97M-V def2-TZVPD def2/J DEFGRID3
* xyz 1 1
C -2.787 -1.182 1.607
C -2.147 -2.291 0.797
O -1.050 -1.815 0.013
C 0.096 -1.603 0.714
O 0.463 -2.298 1.656
C 0.908 -0.450 0.194
C 0.077 0.811 -0.079
C -0.100 1.114 -1.568
S -1.584 0.339 -2.237
C -2.063 1.323 -3.660
H -2.200 -0.909 2.473
H -2.954 -0.331 0.953
H -3.757 -1.515 1.949
H -2.886 -2.679 0.112
H -1.853 -3.099 1.451
H 1.332 -0.773 -0.751
H 1.710 -0.246 0.879
H 0.603 1.666 0.322
H -0.887 0.782 0.413
H 0.756 0.821 -2.158
H -0.213 2.184 -1.699
H -2.512 0.662 -1.323
H -2.043 0.700 -4.539
H -1.408 2.173 -3.777
H -3.070 1.685 -3.510
C 4.563 0.482 2.102
O 4.215 1.621 1.311
H 3.802 -0.276 1.929
H 5.533 0.078 1.807
H 4.576 0.731 3.164
H 4.881 2.295 1.456
*
```

Here are the Mulliken charges for atoms 1 to 6, given in e:
1. C -0.92
2. C -0.38
3. O -0.29
4. C 0.39
5. O -0.58
6. C 0.07

=====

Formula: C8H20ClN2O3S
Source: the Open Molecules 2025 dataset
Level of theory: ωB97M-V/def2-TZVPD

Calculated values
* orbital gap: 8.26 eV
* energy relative to the best compared isomer or geometry (same formula, charge and spin): 129.94 kJ/mol

```
! RIJCOSX wB97M-V def2-TZVPD def2/J DEFGRID3
* xyz -1 1
Cl 0.040 1.103 0.805
C -0.246 0.018 -3.409
C -0.624 -1.378 -2.820
O -1.235 -2.249 -3.522
N -0.339 -1.681 -1.568
C -0.644 -2.991 -0.922
H -0.967 0.398 -4.133
H 0.829 0.069 -3.577
H -0.387 0.767 -2.629
H -0.281 -0.930 -0.896
H -0.015 -3.773 -1.348
H -1.683 -3.258 -1.114
H -0.406 -2.773 0.119
C -3.106 -0.392 2.894
C -2.318 -1.438 3.525
O -2.850 -2.142 4.378
N -1.057 -1.531 3.027
C 0.066 -2.347 3.543
H -2.564 0.380 2.348
H -3.495 0.126 3.771
H -3.939 -0.654 2.243
H -0.815 -0.939 2.246
H 0.850 -1.598 3.660
H 0.469 -3.085 2.850
H -0.117 -2.705 4.557
C 3.012 4.176 -0.400
S 3.112 3.729 -2.193
O 2.145 4.686 -2.893
C 2.031 2.203 -2.132
H 3.318 3.253 0.093
H 2.005 4.218 0.015
H 3.710 4.975 -0.149
H 1.811 1.930 -3.164
H 1.117 2.424 -1.582
H 2.574 1.407 -1.622
*
```

Here are the Mulliken charges for atoms 1 to 6, given in e:
1. Cl -0.82
2. C -0.79
3. C 0.58
4. O -0.71
5. N -0.07
6. C -0.69

=====

Formula: C8H20ClN2O3S
Source: the Open Molecules 2025 dataset
Level of theory: ωB97M-V/def2-TZVPD

Calculated values
* orbital gap: 8.57 eV
* energy relative to the best compared isomer or geometry (same formula, charge and spin): 33.53 kJ/mol

```
! RIJCOSX wB97M-V def2-TZVPD def2/J DEFGRID3
* xyz -1 1
Cl -1.058 -0.042 -1.363
C 0.253 3.695 -1.702
C 1.631 3.231 -1.280
O 2.517 4.066 -1.130
N 1.727 1.899 -1.127
C 2.952 1.235 -0.717
H -0.590 3.042 -1.472
H 0.218 3.982 -2.754
H 0.059 4.627 -1.162
H 0.866 1.390 -1.298
H 3.793 1.911 -0.835
H 3.015 0.338 -1.333
H 2.894 0.929 0.331
C 1.176 -1.300 1.783
C 2.119 -1.911 0.753
O 3.210 -2.339 1.129
N 1.677 -2.090 -0.509
C 2.591 -2.422 -1.602
H 0.991 -2.128 2.478
H 0.231 -1.004 1.333
H 1.670 -0.587 2.437
H 0.818 -1.625 -0.780
H 3.608 -2.480 -1.231
H 2.500 -1.676 -2.390
H 2.250 -3.394 -1.967
C -2.793 -1.041 1.352
S -4.412 -1.344 0.580
O -4.820 -2.720 1.055
C -5.253 -0.031 1.550
H -2.070 -1.787 1.039
H -2.940 -1.101 2.433
H -2.417 -0.052 1.097
H -4.573 0.707 1.969
H -5.820 -0.421 2.401
H -6.019 0.442 0.933
*
```

Here are the Mulliken charges for atoms 1 to 6, given in e:
1. Cl -0.82
2. C -0.90
3. C 0.69
4. O -0.70
5. N 0.15
6. C -0.72

=====

Formula: C8H20ClOScV
Source: the Open Molecules 2025 dataset
Level of theory: ωB97M-V/def2-TZVPD

Calculated values
* orbital gap (spin up / spin down): 1.37 / 6.67 eV
* energy relative to the best compared isomer or geometry (same formula, charge and spin): 0.00 kJ/mol

```
! RIJCOSX wB97M-V def2-TZVPD def2/J DEFGRID3
* xyz -2 4
Sc -0.683 0.312 -0.245
Cl -0.597 2.522 -1.526
C -2.499 -0.875 -0.100
H -2.562 -1.640 0.682
H -2.853 -1.322 -1.036
H -3.200 -0.065 0.165
V 0.070 0.887 -2.852
C -1.339 0.393 -4.087
C 1.767 1.054 -3.773
C 0.343 -0.636 -1.924
H 2.589 0.672 -3.160
H 1.674 0.431 -4.665
H 2.008 2.090 -4.042
H -2.100 -0.250 -3.628
H -1.826 1.288 -4.497
H -0.850 -0.152 -4.902
H -0.292 -1.522 -1.710
H 1.361 -0.894 -1.586
C 2.056 -0.225 2.662
C 0.540 -0.029 2.741
C -0.192 -1.358 2.973
C 0.138 0.983 3.825
O 0.181 0.492 1.452
H 2.486 -0.635 3.583
H 2.551 0.730 2.447
H 2.299 -0.899 1.830
H 0.185 -1.862 3.875
H -1.268 -1.175 3.111
H -0.092 -2.017 2.097
H 0.593 1.968 3.639
H -0.955 1.110 3.838
H 0.466 0.626 4.817
*
```

Here are the Mulliken charges for atoms 1 to 6, given in e:
1. Sc -0.16
2. Cl -0.51
3. C -0.47
4. H 0.06
5. H 0.43
6. H 0.27

=====

Formula: C8H20F6LiN5O10S2
Source: the Open Molecules 2025 dataset
Level of theory: ωB97M-V/def2-TZVPD

Calculated values
* orbital gap: 8.55 eV
* energy relative to the best compared isomer or geometry (same formula, charge and spin): 0.00 kJ/mol

```
! RIJCOSX wB97M-V def2-TZVPD def2/J DEFGRID3
* xyz 0 1
Li 0.169 -0.205 -0.397
C -0.203 -3.353 -0.788
F 1.087 -3.443 -1.121
F -0.741 -2.357 -1.491
F -0.856 -4.462 -1.057
S -0.304 -3.026 1.075
O -1.713 -2.969 1.334
O 0.395 -4.139 1.651
N 0.398 -1.425 1.128
S 1.533 -1.701 2.227
O 0.972 -1.956 3.535
O 2.636 -2.504 1.795
C 2.304 -0.013 2.442
F 3.337 -0.060 3.251
F 2.734 0.407 1.227
F 1.409 0.867 2.877
C -2.049 -0.756 3.923
C -3.529 -0.758 4.314
O -4.335 -1.320 3.296
O -1.887 -0.423 2.561
H -1.699 -1.788 4.034
H -1.473 -0.115 4.598
H -3.801 0.307 4.417
H -3.638 -1.212 5.295
H -3.984 -0.917 2.491
H -1.076 -0.824 2.205
C 1.488 0.229 -3.180
C 2.851 0.539 -3.762
O 3.610 1.392 -2.908
O 1.626 -0.563 -2.002
H 0.895 -0.341 -3.907
H 0.952 1.176 -3.088
H 2.768 1.097 -4.700
H 3.407 -0.381 -3.982
H 3.139 1.477 -2.070
H 2.199 -1.301 -2.236
C 1.120 2.661 -0.563
O 0.423 1.775 -0.057
N 2.465 2.751 -0.337
N 0.621 3.634 -1.372
H 2.828 2.074 0.312
H 3.071 3.391 -0.814
H 1.206 4.231 -1.924
H -0.370 3.646 -1.534
C -2.195 1.002 -1.862
O -1.617 0.143 -1.199
N -2.808 0.756 -3.052
N -2.344 2.277 -1.372
H -2.675 -0.180 -3.396
H -3.321 1.413 -3.605
H -2.028 2.343 -0.415
H -2.998 2.904 -1.800
*
```

Here are the Mulliken charges for atoms 1 to 6, given in e:
1. Li 1.40
2. C 0.56
3. F -0.23
4. F -0.17
5. F -0.21
6. S 1.00

=====

Formula: C8H20IN4O4
Source: the Open Molecules 2025 dataset
Level of theory: ωB97M-V/def2-TZVPD

Calculated values
* orbital gap: 6.50 eV
* energy relative to the best compared isomer or geometry (same formula, charge and spin): 217.24 kJ/mol

```
! RIJCOSX wB97M-V def2-TZVPD def2/J DEFGRID3
* xyz -1 1
I 2.407 0.061 -0.148
O 4.036 3.994 -4.133
C 2.933 4.326 -4.482
N 1.797 4.189 -3.656
C 2.643 5.077 -5.790
H 1.970 3.724 -2.776
H 0.939 4.637 -3.942
H 1.751 4.811 -6.359
H 3.482 4.965 -6.477
H 2.532 6.147 -5.617
O -2.424 4.685 3.450
C -1.357 4.236 2.985
N -1.457 3.316 2.068
C -0.009 4.901 3.193
H -2.451 3.139 2.091
H -0.720 2.766 1.650
H 0.856 4.310 2.891
H 0.232 5.256 4.195
H 0.033 5.873 2.701
O 2.602 -6.166 3.695
C 1.627 -6.159 2.980
N 1.421 -5.199 2.093
C 0.547 -7.290 3.077
H 1.899 -4.311 2.056
H 0.628 -5.384 1.495
H -0.456 -6.952 3.337
H 0.887 -8.020 3.811
H 0.455 -7.753 2.095
O -3.910 -4.038 -1.227
C -3.194 -3.080 -0.955
N -1.893 -3.133 -1.183
C -3.700 -1.874 -0.272
H -1.225 -2.449 -0.858
H -1.484 -3.935 -1.642
H -3.018 -1.567 0.521
H -4.690 -2.015 0.162
H -3.689 -1.090 -1.029
*
```

Here are the Mulliken charges for atoms 1 to 6, given in e:
1. I -0.98
2. O -0.57
3. C 0.64
4. N -0.40
5. C -1.03
6. H 0.25

=====

Formula: C8H20LiN4O7P2S
Source: the Open Molecules 2025 dataset
Level of theory: ωB97M-V/def2-TZVPD

Calculated values
* orbital gap: 7.63 eV

```
! RIJCOSX wB97M-V def2-TZVPD def2/J DEFGRID3
* xyz -1 1
Li 0.537 0.486 0.280
N 0.622 0.810 2.363
C -0.284 0.413 3.438
C -0.548 -1.078 3.306
C -1.467 -1.463 2.152
C -1.199 -2.870 1.641
N 0.114 -2.910 0.990
H 1.525 0.359 2.479
H 0.773 1.811 2.323
H -1.205 0.996 3.355
H 0.135 0.615 4.433
H -0.957 -1.474 4.242
H 0.422 -1.563 3.167
H -1.368 -0.769 1.311
H -2.509 -1.380 2.478
H -2.001 -3.164 0.953
H -1.217 -3.576 2.479
H 0.059 -2.288 0.185
H 0.291 -3.828 0.598
O 0.243 -2.467 -2.507
P 0.832 -1.048 -2.002
O 1.403 -0.295 -3.138
O -0.245 -0.479 -1.099
O 2.028 -1.563 -1.010
P 2.995 -0.585 -0.091
O 2.663 -1.270 1.352
O 4.415 -0.728 -0.432
O 2.314 0.768 -0.089
H 0.768 -2.788 -3.243
H 2.001 -1.973 1.272
C -2.694 2.552 -2.537
N -1.260 2.732 -2.471
C -0.399 2.606 -3.557
C 0.848 2.532 -3.065
N 0.747 2.627 -1.694
C -0.556 2.707 -1.319
S -1.175 2.752 0.263
H -3.077 3.069 -3.416
H -3.133 2.976 -1.637
H -2.939 1.491 -2.586
H -0.763 2.566 -4.566
H 1.789 2.376 -3.552
H 1.473 2.312 -1.050
*
```

Here are the Mulliken charges for atoms 1 to 6, given in e:
1. Li 0.70
2. N -0.44
3. C -0.85
4. C -0.51
5. C -0.08
6. C -0.89

=====

Formula: C8H20N3O3
Source: the Open Molecules 2025 dataset
Level of theory: ωB97M-V/def2-TZVPD

Calculated values
* orbital gap: 10.32 eV
* energy relative to the best compared isomer or geometry (same formula, charge and spin): 102.20 kJ/mol

```
! RIJCOSX wB97M-V def2-TZVPD def2/J DEFGRID3
* xyz 1 1
C -1.387 1.726 0.850
C -0.098 1.787 1.636
C -1.413 0.395 0.156
C 0.067 0.048 0.110
C 1.733 -2.771 -1.430
C 2.684 1.562 2.076
C -3.128 -1.383 0.702
C 1.775 -1.486 -0.495
N 0.655 0.713 1.040
N -0.983 0.442 -3.531
N 1.881 0.440 1.639
O -2.085 0.504 -1.127
O -1.917 -0.650 0.997
O 0.375 -1.031 -0.597
H -2.309 1.809 1.493
H -1.528 2.652 0.072
H 0.554 2.664 1.480
H -0.185 1.576 2.635
H 2.565 -3.348 -1.208
H 0.892 -3.384 -1.077
H 1.590 -2.627 -2.440
H 2.482 1.874 3.152
H 3.840 1.318 1.916
H 2.349 2.411 1.401
H -3.051 -1.702 -0.280
H -4.027 -0.726 0.868
H -3.265 -2.087 1.464
H 2.533 -0.734 -0.820
H 2.019 -1.778 0.549
H -0.401 1.289 -3.749
H -1.819 0.707 -4.124
H -0.454 -0.304 -3.882
H 1.653 -0.209 2.452
H -1.597 0.298 -1.930
*
```

Here are the Mulliken charges for atoms 1 to 6, given in e:
1. C -1.08
2. C -0.51
3. C 1.54
4. C -0.14
5. C -1.39
6. C -0.82

=====

Formula: C8H20NO15S3V
Source: the Open Molecules 2025 dataset
Level of theory: ωB97M-V/def2-TZVPD

Calculated values
* orbital gap (spin up / spin down): 6.78 / 7.72 eV

```
! RIJCOSX wB97M-V def2-TZVPD def2/J DEFGRID3
* xyz -1 2
O -2.997 -0.724 -2.415
V -3.554 0.473 -1.525
O -4.653 -0.245 -0.564
N -0.444 -0.317 -0.042
O 0.451 0.077 0.695
O -0.517 -1.487 -0.437
O -1.325 0.469 -0.232
C 1.878 -3.663 -1.504
C 2.325 -3.622 -0.114
O 3.695 -3.151 -0.187
S 4.308 -3.204 -1.745
O 5.563 -3.984 -1.850
O 4.302 -1.804 -2.261
O 3.044 -4.069 -2.226
H 1.584 -2.738 -1.999
H 1.139 -4.417 -1.777
H 2.289 -4.619 0.325
H 1.635 -3.011 0.467
O -1.919 2.679 2.986
S -2.767 2.398 4.178
O -3.996 3.106 4.437
O -3.290 0.797 4.083
C -2.541 -0.105 3.305
C -3.390 -1.316 2.790
C -1.772 2.407 5.737
H -1.814 -0.557 3.980
H -2.054 0.267 2.404
H -3.667 -1.969 3.618
H -2.847 -1.900 2.048
H -4.248 -0.862 2.294
H -2.393 1.806 6.401
H -1.790 3.446 6.069
H -0.751 2.035 5.657
O 0.009 0.022 -3.590
S -0.208 1.442 -3.268
O -1.582 1.912 -2.928
O 0.840 1.916 -2.071
C 2.194 1.943 -2.292
C 2.859 1.608 -0.940
C 0.442 2.463 -4.711
H 2.477 2.927 -2.665
H 2.372 1.269 -3.130
H 3.012 0.536 -1.064
H 2.401 1.774 0.035
H 3.839 2.077 -0.859
H -0.229 2.426 -5.569
H 1.354 2.012 -5.104
H 0.737 3.477 -4.440
*
```

Here are the Mulliken charges for atoms 1 to 6, given in e:
1. O -0.68
2. V 1.28
3. O -0.80
4. N 0.99
5. O -0.70
6. O -0.74

=====

Formula: C8H21ClIO5OsP2
Source: the Open Molecules 2025 dataset
Level of theory: ωB97M-V/def2-TZVPD

Calculated values
* orbital gap (spin up / spin down): 6.47 / 5.92 eV
* energy relative to the best compared isomer or geometry (same formula, charge and spin): 210.62 kJ/mol

```
! RIJCOSX wB97M-V def2-TZVPD def2/J DEFGRID3
* xyz 3 5
C -0.967 -4.028 -2.272
I -0.273 -1.996 -1.502
H -1.946 -4.280 -1.849
H -0.216 -4.779 -2.005
H -1.032 -3.929 -3.363
Os 0.242 0.060 -0.074
P 0.633 -1.122 1.851
C 2.305 -1.864 1.777
C 0.620 -0.228 3.433
H 0.878 -0.919 4.248
H -0.296 -3.086 2.904
H -0.389 0.174 3.599
H -1.561 -1.997 2.227
H 3.037 -1.045 1.693
H 1.327 0.612 3.384
C -0.581 -2.457 2.050
H 2.491 -2.442 2.692
H -0.615 -3.051 1.127
H 2.377 -2.513 0.895
P -0.861 1.443 -1.530
C 0.219 1.797 -2.957
C -2.399 0.701 -2.129
H -1.919 3.032 -0.057
H -1.957 3.588 -1.756
H -0.451 3.716 -0.801
C -1.345 3.110 -0.985
H -3.083 0.610 -1.280
H -2.848 1.335 -2.900
H -0.303 2.429 -3.683
H 0.525 0.861 -3.434
H -2.189 -0.298 -2.529
H 1.113 2.322 -2.591
C 1.984 0.133 -0.789
O 3.036 0.087 -1.291
O 1.632 3.352 0.411
Cl 0.943 2.883 1.601
O 1.914 2.434 2.567
O -0.029 3.809 2.080
O -0.014 1.545 1.240
*
```

Here are the Mulliken charges for atoms 1 to 6, given in e:
1. C -0.82
2. I 0.36
3. H 0.38
4. H 0.37
5. H 0.39
6. Os 0.86